(1)
Density functional theory data (ωB97M-V/def2-TZVPD) for a single C5H10O2 molecule.

ORCA input file:
```
! RIJCOSX wB97M-V def2-TZVPD def2/J DEFGRID3
* xyz 0 1
O 0.40 -1.22 1.88
C -0.83 -0.70 1.41
C -0.80 -0.58 -0.15
C -0.82 0.84 -0.75
C 0.67 1.14 -1.05
C 1.38 0.02 -0.33
O 0.47 -1.09 -0.55
H 0.75 -1.68 1.09
H -1.00 0.28 1.88
H -1.63 -1.38 1.73
H -1.60 -1.20 -0.58
H -1.28 1.57 -0.07
H -1.40 0.86 -1.68
H 0.97 2.14 -0.73
H 0.87 1.03 -2.12
H 1.51 0.26 0.74
H 2.34 -0.31 -0.72
*
```

Calculated values
Energy above the lowest of the compared OMol25 structures with the same formula, charge and spin: 42.4 kcal/mol
LUMO energy: 0.98 eV
E: -346.95790 Eh
Structure (SMILES): OC[C@H]1CCCO1

=====

(2)
Density functional theory data (ωB97M-V/def2-TZVPD) for a single C5H6O3 molecule in a non-equilibrium geometry.

ORCA input file:
```
! RIJCOSX wB97M-V def2-TZVPD def2/J DEFGRID3
* xyz 0 1
C -1.97 -0.12 0.55
C -0.88 -0.62 -0.05
O -0.96 -1.88 -0.61
C 0.56 -0.14 0.02
C 1.59 -0.86 -0.47
C 0.73 1.32 0.18
O -0.21 2.10 0.30
O 1.99 1.78 0.11
H -2.03 0.88 0.96
H -2.90 -0.67 0.59
H -1.89 -2.18 -0.59
H 2.58 -0.43 -0.62
H 1.49 -1.91 -0.71
H 1.90 2.73 0.34
*
```

Calculated values
Energy above the lowest of the compared OMol25 structures with the same formula, charge and spin: 17.3 kcal/mol
LUMO energy: 0.11 eV
E: -419.81177 Eh
Structure (SMILES): C=C(O)C(=C)C(=O)O

=====

Going through the records in order, we get Kohn-Sham gap values of 0.3963; 0.3308 Eh.